Computed, not measured: the molecule C3H4N2O, with wB97M-V/def2-TZVPD.

The geometry in XYZ format:
```
10
Properties=species:S:1:pos:R:3:forces:R:3
N -1.804365 -0.015918 -0.416527 -0.040 -0.028 0.109
C -0.461153 -0.209161 -0.125096 0.089 -0.207 0.072
C 0.571312 0.779702 -0.073203 0.061 -0.122 -0.019
C 1.667304 0.044441 0.223160 -0.061 0.103 -0.029
O 1.363177 -1.251921 0.317565 0.254 0.093 0.098
N 0.004451 -1.411405 0.109744 -0.249 0.315 -0.086
H -2.202985 0.774744 0.071154 0.024 -0.027 -0.111
H -2.344888 -0.854799 -0.238948 0.058 0.108 -0.055
H 0.507042 1.839249 -0.275076 -0.024 -0.182 0.131
H 2.700102 0.305064 0.407231 -0.111 -0.052 -0.109
```
Forces are in eV/Å.

- Structure (SMILES): Nc1ccon1
- Molecular weight: 84.1 g/mol
- Gap between HOMO and LUMO: 10.3 eV
- LUMO: 0.0373 Eh
- Charge: 0
- Energy relative to the best compared isomer or geometry (same formula, charge and spin): 41.2 kcal/mol

Mulliken population analysis, charges in e, atoms 1 to 8: -0.5228, 0.5331, -0.4044, -0.3076, -0.1172, -0.4465, 0.2495, 0.2712